# 1
Formula: C15H47NO9
Source: OMol25
Level of theory: the ωB97M-V functional and the def2-TZVPD basis

XYZ file:
```
72
Properties=species:S:1:pos:R:3:mulliken_charge:R:1
C 8.277 17.220 0.021 -0.67
O 6.884 16.822 -0.030 -0.35
H 8.640 17.317 1.041 0.26
H 8.891 16.469 -0.477 0.26
H 8.362 18.176 -0.496 0.34
H 6.530 17.303 -0.782 0.12
C 6.122 15.389 -3.160 -0.30
O 6.283 14.857 -4.471 -0.55
H 6.450 14.696 -2.377 0.26
H 6.676 16.330 -3.056 0.07
H 5.054 15.534 -2.982 0.22
H 7.071 14.306 -4.435 0.31
C 5.104 13.953 0.699 -0.27
O 3.923 13.625 1.414 -0.55
H 4.994 13.507 -0.297 0.36
H 5.219 15.018 0.482 -0.11
H 5.958 13.523 1.210 0.28
H 3.156 14.113 1.115 0.30
C 10.349 15.688 4.416 -0.23
O 9.395 16.743 4.448 -0.51
H 9.998 14.806 4.958 0.22
H 10.616 15.479 3.379 -0.05
H 11.225 16.047 4.957 0.24
H 8.694 16.526 3.798 0.45
C 9.924 17.431 -4.373 -0.22
O 10.067 18.623 -3.606 -0.53
H 10.725 17.343 -5.103 0.27
H 10.002 16.591 -3.664 -0.08
H 8.938 17.438 -4.848 0.30
H 9.236 18.840 -3.184 0.28
C 6.107 15.625 3.671 -0.69
O 7.322 15.748 2.939 -0.52
H 5.918 14.573 3.893 0.29
H 6.093 16.214 4.586 0.30
H 5.257 15.988 3.086 0.27
H 7.075 15.774 2.008 0.23
O 3.493 18.668 -2.538 -0.65
H 3.052 17.856 -2.812 0.31
H 4.181 18.384 -1.925 0.35
O 4.397 18.631 0.215 -0.61
H 3.865 19.423 0.357 0.29
H 5.311 18.926 0.311 0.31
C 12.027 14.517 -0.030 -2.04
C 12.971 14.138 -1.185 1.96
C 14.101 13.310 -0.564 -1.32
C 14.933 12.526 -1.601 -0.68
C 14.006 11.639 -2.438 -1.17
C 12.792 12.343 -3.079 1.45
N 12.223 13.292 -2.108 0.04
O 11.031 13.889 -2.585 -0.31
C 13.331 13.115 -4.316 -1.58
C 11.737 11.316 -3.465 -1.87
C 13.463 15.422 -1.869 -1.53
H 11.706 13.610 0.482 0.48
H 12.561 15.106 0.719 0.48
H 11.214 15.124 -0.424 0.20
H 14.818 14.016 -0.139 0.42
H 13.765 12.558 0.144 0.40
H 15.505 13.157 -2.285 0.32
H 15.680 11.923 -1.083 0.40
H 13.552 10.836 -1.850 0.39
H 14.542 11.160 -3.260 0.41
H 12.693 13.824 -4.852 0.28
H 13.577 12.350 -5.061 0.44
H 14.251 13.649 -4.075 0.41
H 12.158 10.779 -4.318 0.37
H 10.831 11.813 -3.799 0.35
H 11.533 10.656 -2.626 0.43
H 13.284 16.300 -1.247 0.46
H 14.546 15.407 -2.033 0.34
H 13.026 15.615 -2.850 0.20
H 11.377 14.533 -3.232 0.26
```

Computed properties:
relative energy (zero: lowest compared OMol25 entry of this formula, charge and spin): 3.565 eV
HOMO-LUMO gap: 8.3 eV
structure (SMILES): CC1(C)CCCC(C)(C)N1O.CO.CO.CO.CO.CO.CO.O.O

=====

# 2
Formula: C15H48BNO20
Source: OMol25
Level of theory: the ωB97M-V functional and the def2-TZVPD basis

XYZ file:
```
85
Properties=species:S:1:pos:R:3:mulliken_charge:R:1
C 1.672 -0.920 -3.570 -1.74
C 0.923 0.132 -2.796 1.06
C 1.783 1.182 -2.153 -1.38
C 0.975 2.082 -1.084 -1.04
N 1.767 2.955 -0.168 0.86
C 2.714 2.198 0.731 -0.84
C 3.085 3.019 1.896 -0.59
C 1.849 3.921 2.131 -0.81
C 0.902 3.444 1.043 -0.06
C 2.490 4.036 -0.822 -1.06
C 1.622 4.964 -1.606 0.02
C 2.349 6.068 -2.336 -1.30
H 2.027 -0.702 -4.606 0.37
H 1.314 -1.838 -3.692 0.59
H 2.729 -1.128 -3.113 0.28
H 0.435 -0.402 -1.991 -0.80
H 0.197 0.663 -3.403 0.46
H 2.257 1.790 -2.903 0.22
H 2.502 0.687 -1.733 0.76
H 0.384 1.432 -0.563 0.41
H 0.315 2.641 -1.723 0.55
H 3.562 1.888 0.109 0.47
H 2.187 1.480 1.198 0.43
H 4.014 3.775 1.742 0.23
H 3.323 2.275 2.668 0.51
H 2.070 5.042 1.946 0.24
H 1.508 3.739 3.181 0.36
H 0.043 4.204 0.712 0.51
H 0.204 2.592 1.528 -0.11
H 3.240 3.764 -1.462 0.72
H 2.915 4.570 0.025 0.23
H 0.924 5.415 -0.768 0.16
H 1.035 4.332 -2.303 0.16
H 1.702 6.113 -3.177 0.39
H 3.302 5.741 -2.757 0.38
H 2.121 6.974 -1.707 0.33
O -0.884 -4.058 -2.061 -0.41
C -0.713 -3.479 -0.974 0.62
O -1.695 -2.928 -0.420 -0.57
B -1.017 -2.112 0.628 1.09
O 0.427 -2.192 0.406 -0.26
C 0.531 -3.125 -0.471 0.43
O 1.704 -3.454 -0.712 -0.74
O -1.448 -2.503 1.979 -0.54
C -2.052 -1.654 2.572 0.08
O -2.242 -1.672 3.795 -0.70
C -2.037 -0.437 1.736 0.84
O -1.479 -0.683 0.579 0.24
O -2.989 0.356 1.632 -0.81
O 0.176 -6.899 -2.804 -0.59
H 0.464 -6.950 -3.702 0.30
H 0.418 -6.040 -2.620 0.27
O -5.570 0.826 0.795 -0.63
H -4.796 0.662 1.348 0.48
H -6.380 0.723 1.119 0.25
O -3.490 -5.081 -1.255 -0.62
H -3.042 -4.256 -1.403 0.17
H -3.098 -5.585 -1.916 0.41
O -2.348 2.607 -0.053 -0.56
H -2.136 3.175 0.715 0.28
H -2.654 1.883 0.357 0.33
O 3.833 -1.742 -0.357 -0.65
H 4.369 -2.465 -0.090 0.27
H 2.967 -1.992 -0.099 0.30
O 3.534 -4.548 -2.525 -0.62
H 3.309 -3.734 -1.930 0.38
H 3.115 -4.475 -3.348 0.27
O -2.458 -0.151 -1.897 -0.72
H -1.789 -0.411 -1.082 0.14
H -3.396 -0.500 -1.762 0.32
O -3.051 -3.552 -3.897 -0.71
H -2.931 -2.544 -4.204 0.32
H -2.503 -3.786 -3.187 0.37
O -3.630 -0.535 6.577 -0.64
H -3.729 -0.420 5.595 0.38
H -2.767 -0.541 6.806 0.28
O -1.322 -3.921 5.239 -0.66
H -2.130 -4.476 4.885 0.31
H -1.537 -3.017 4.970 0.40
O 1.115 -1.576 3.355 -0.58
H 1.888 -1.220 2.998 0.26
H 1.220 -2.483 3.252 0.28
O -4.912 0.655 4.201 -0.57
H -4.088 0.946 3.968 0.26
H -5.205 1.222 4.811 0.28
```

Computed properties:
relative energy (zero: lowest compared OMol25 entry of this formula, charge and spin): 0.248 eV
HOMO-LUMO gap: 9.3 eV

=====

# 3
Formula: C15H48N2O16
Source: OMol25
Level of theory: the ωB97M-V functional and the def2-TZVPD basis

XYZ file:
```
81
Properties=species:S:1:pos:R:3:mulliken_charge:R:1
C 16.225 8.903 -14.334 -0.73
C 17.137 8.221 -15.334 0.57
O 18.466 8.647 -15.080 -0.68
O 14.912 8.372 -14.422 -0.44
H 16.259 9.974 -14.529 0.40
H 16.636 8.801 -13.325 0.34
H 16.849 8.439 -16.368 -0.13
H 17.062 7.125 -15.261 0.12
H 19.047 8.275 -15.775 0.43
H 14.973 7.440 -14.189 0.22
C 20.220 3.969 -18.893 -0.50
C 19.799 3.873 -17.414 -0.53
O 19.078 5.061 -17.117 -0.30
O 19.128 4.283 -19.711 -0.56
H 20.787 3.115 -19.248 0.45
H 20.904 4.838 -18.835 0.18
H 20.705 3.743 -16.816 0.40
H 19.221 2.940 -17.374 0.37
H 18.668 4.845 -16.268 0.18
H 18.634 5.021 -19.320 0.33
C 13.467 8.947 -18.560 0.63
C 12.191 8.135 -18.708 -0.16
O 11.115 8.905 -18.136 -0.57
O 13.365 10.273 -19.039 -0.59
H 14.127 8.397 -19.252 -0.22
H 13.978 8.877 -17.598 -0.08
H 12.287 7.205 -18.146 0.02
H 12.018 7.904 -19.760 0.28
H 10.694 9.368 -18.865 0.34
H 13.144 10.817 -18.276 0.35
C 13.748 4.596 -22.582 -0.61
C 14.946 4.883 -21.684 -0.17
O 14.819 6.182 -21.091 -0.46
O 14.012 5.214 -23.856 -0.51
H 12.847 5.060 -22.168 0.31
H 13.590 3.515 -22.653 0.40
H 15.908 4.773 -22.182 0.29
H 14.917 4.149 -20.876 0.23
H 14.564 6.843 -21.744 0.27
H 13.289 4.915 -24.424 0.30
C 21.000 8.453 -17.889 -0.09
C 20.995 9.887 -17.360 -0.54
O 20.501 10.841 -18.308 -0.56
O 19.919 7.720 -17.296 -0.53
H 21.973 7.996 -17.692 0.41
H 20.876 8.401 -18.973 0.18
H 22.015 10.123 -17.064 0.34
H 20.350 9.957 -16.483 0.16
H 19.546 10.796 -18.198 0.31
H 20.122 6.785 -17.151 0.14
C 16.091 5.617 -17.626 0.18
C 16.793 6.771 -18.303 0.53
O 17.252 6.456 -19.601 -0.42
O 14.777 5.400 -18.150 -0.32
H 15.886 5.969 -16.608 -0.02
H 16.665 4.688 -17.637 0.28
H 17.665 7.099 -17.733 -0.57
H 16.148 7.655 -18.227 0.20
H 16.591 6.452 -20.309 0.29
H 14.826 5.452 -19.116 -0.06
C 12.125 5.793 -14.172 -0.43
C 12.717 5.184 -15.425 0.25
O 11.705 4.827 -16.348 -0.53
O 13.184 5.928 -13.224 -0.55
H 11.307 5.208 -13.729 0.39
H 11.662 6.763 -14.391 0.30
H 13.315 4.322 -15.109 0.22
H 13.318 5.948 -15.913 -0.26
H 11.189 4.093 -16.000 0.31
H 12.886 6.479 -12.497 0.30
C 20.716 7.324 -21.904 0.39
O 21.668 7.868 -22.468 -0.70
N 19.470 7.869 -21.844 -0.27
N 20.831 6.068 -21.371 -0.32
H 19.361 8.723 -22.363 0.19
H 18.662 7.369 -21.534 0.20
H 20.127 5.731 -20.732 0.27
H 21.719 5.628 -21.509 0.18
O 14.874 2.367 -17.820 -0.63
H 14.266 2.148 -17.107 0.31
H 14.573 3.232 -18.140 0.33
```

Computed properties:
relative energy (zero: lowest compared OMol25 entry of this formula, charge and spin): 0.825 eV
HOMO-LUMO gap: 9.6 eV
structure (SMILES): NC(N)=O.OCCO.OCCO.OCCO.OCCO.OCCO.OCCO.OCCO.O

=====

# 4
Formula: C15H48N4O9
Source: OMol25
Level of theory: the ωB97M-V functional and the def2-TZVPD basis

XYZ file:
```
76
Properties=species:S:1:pos:R:3:mulliken_charge:R:1
C 27.215 3.274 5.274 -0.48
O 27.904 3.977 6.219 -0.48
H 27.206 2.203 5.475 0.18
H 26.138 3.440 5.252 0.20
H 27.677 3.627 4.352 0.25
H 28.555 4.469 5.713 0.34
C 39.959 8.844 2.685 -0.55
O 40.477 7.881 3.567 -0.48
H 40.746 9.397 2.171 0.23
H 39.207 8.570 1.945 0.24
H 39.431 9.553 3.323 0.23
H 39.851 7.884 4.295 0.32
C 28.669 0.974 10.440 -0.53
O 27.784 2.088 10.298 -0.48
H 28.632 0.723 11.500 0.21
H 28.279 0.159 9.830 0.24
H 29.725 1.067 10.182 0.26
H 28.164 2.494 9.516 0.30
C 40.659 4.579 14.297 -0.44
O 41.593 4.698 13.201 -0.50
H 41.150 4.385 15.251 0.25
H 40.315 5.613 14.308 0.20
H 39.970 3.747 14.153 0.21
H 42.308 4.064 13.293 0.29
C 32.519 7.160 3.602 0.61
O 32.120 6.696 4.668 -0.66
N 33.686 7.621 3.448 -0.36
N 31.715 7.713 2.679 -0.35
H 34.350 7.310 4.143 0.23
H 33.917 8.053 2.565 0.16
H 30.841 7.281 2.412 0.23
H 32.285 8.281 2.069 0.14
C 36.335 4.914 8.161 0.64
O 36.702 5.536 7.151 -0.67
N 37.069 4.248 8.959 -0.43
N 35.039 4.806 8.490 -0.47
H 36.765 4.225 9.922 0.23
H 38.057 4.300 8.759 0.25
H 34.450 5.141 7.741 0.24
H 34.791 4.024 9.078 0.21
C 32.936 10.583 9.881 -1.20
C 34.075 11.659 9.833 0.48
C 35.163 11.231 8.918 -1.31
O 33.682 12.853 9.346 -0.54
H 32.361 10.514 8.958 0.34
H 32.336 10.958 10.710 0.29
H 33.309 9.578 10.082 0.33
H 34.443 11.720 10.857 0.29
H 35.632 10.342 9.340 0.36
H 35.927 12.000 8.807 0.32
H 34.832 10.888 7.937 0.31
H 33.598 13.473 10.074 0.34
C 34.451 -2.591 14.464 -1.24
C 35.465 -1.656 13.750 0.38
C 35.088 -0.197 13.935 -1.19
O 36.785 -1.924 14.056 -0.53
H 34.557 -2.341 15.520 0.35
H 34.664 -3.655 14.356 0.33
H 33.450 -2.216 14.251 0.35
H 35.409 -1.846 12.678 0.26
H 34.202 0.090 13.368 0.35
H 35.796 0.580 13.647 0.33
H 34.913 -0.069 15.003 0.26
H 36.793 -2.026 15.011 0.35
C 37.244 -0.578 5.880 -1.13
C 36.317 -1.269 6.916 0.44
C 34.891 -1.227 6.407 -1.29
O 36.691 -2.692 7.007 -0.54
H 37.448 -1.033 4.911 0.30
H 38.164 -0.572 6.464 0.31
H 36.957 0.472 5.816 0.32
H 36.514 -0.704 7.827 0.26
H 34.633 -0.187 6.206 0.35
H 34.141 -1.436 7.169 0.34
H 34.648 -1.837 5.537 0.33
H 37.408 -2.669 7.644 0.32
```

Computed properties:
relative energy (zero: lowest compared OMol25 entry of this formula, charge and spin): 1.341 eV
HOMO-LUMO gap: 9.9 eV
structure (SMILES): NC(N)=O.NC(N)=O.CC(C)O.CC(C)O.CC(C)O.CO.CO.CO.CO

=====

Q: The highest relative energy (zero: lowest compared OMol25 entry of this formula, charge and spin) belongs to which entry?
A: C15H47NO9

=====

Q: Among the records above, which one has the lowest HOMO-LUMO gap?
A: C15H47NO9

=====

Q: Which of these has the lowest relative energy (zero: lowest compared OMol25 entry of this formula, charge and spin)?
A: C15H48BNO20

=====

Q: The highest HOMO-LUMO gap belongs to which entry?
A: C15H48N4O9